164
Properties=species:S:1:pos:R:3:mulliken_charge:R:1 method="wB97M-V/def2-TZVPD" charge=-1 gap_ev=6.432 e_tot_ha=-3051.79014
C -0.4075 1.4616 5.5560 -1.499
C 0.6015 0.3404 5.5062 0.286
O 0.0434 -0.7554 6.2451 -0.509
C 0.9756 -0.1058 4.1018 -0.727
Al -0.5317 -1.1887 3.1980 0.493
C -0.7768 -0.7171 1.2584 -1.216
C 0.3853 -1.1372 0.3318 1.126
C 0.2096 -2.5750 -0.1967 -0.793
C 0.1527 -2.6918 -1.7128 0.219
C 1.4654 -2.3128 -2.4225 -1.023
C 1.4512 -1.0135 -3.2256 -0.070
C 0.4458 -1.0120 -4.3832 -1.293
C -0.3009 0.3149 -4.5884 0.084
C -1.0103 0.7610 -3.3001 0.870
C -2.3499 1.5203 -3.4486 -1.084
C -2.6179 2.2421 -4.7670 -1.004
C -1.6697 3.4135 -5.0282 -0.484
N -0.6194 3.1778 -6.0057 0.481
C 0.6588 3.6527 -5.8701 -0.613
C 1.3985 3.2394 -6.9821 -0.744
C 0.5284 2.4966 -7.8161 -0.727
C -0.7053 2.4786 -7.1768 -0.429
C -0.2004 -3.2020 3.5091 -0.188
O -1.2065 -4.1331 3.0316 -0.523
C -2.4400 -3.5332 3.1304 -0.311
O -3.4627 -4.4961 2.9169 -0.563
C -4.5968 -3.8307 2.4119 0.159
C -5.1329 -2.7344 3.3166 -0.404
O -4.6469 -1.4329 2.9712 -0.607
H -1.3355 1.1722 5.0713 0.233
H -0.6330 1.6992 6.5951 0.416
H -0.0216 2.3474 5.0553 0.318
H 1.4940 0.6763 6.0562 0.317
H 0.6887 -1.4674 6.2529 0.251
H 1.8166 -0.8029 4.2016 0.477
H 1.2870 0.7473 3.4966 0.315
H -1.9545 -0.7751 3.9321 -0.597
H -0.9154 0.3656 1.1816 0.183
H -1.6883 -1.1434 0.8279 0.405
H 0.4233 -0.4489 -0.5171 -0.827
H 1.3476 -1.0583 0.8440 0.252
H -0.7140 -2.9839 0.2139 0.125
H 1.0019 -3.2237 0.1812 0.256
H -0.7060 -2.1431 -2.0961 -0.228
H -0.0487 -3.7443 -1.9291 0.305
H 2.2548 -2.2507 -1.6722 -0.395
H 1.7487 -3.1274 -3.0915 0.521
H 1.3184 -0.1755 -2.5457 0.078
H 2.4503 -0.9007 -3.6511 0.446
H -0.2591 -1.8384 -4.2953 0.379
H 1.0055 -1.2002 -5.3022 0.507
H -0.9865 0.1606 -5.4167 0.228
H 0.4585 1.0437 -4.8664 -0.179
H -1.2215 -0.1405 -2.7315 -0.326
H -0.3184 1.3564 -2.7129 0.205
H -3.1679 0.8297 -3.2585 0.317
H -2.3845 2.2796 -2.6666 0.220
H -2.6553 1.5486 -5.6014 0.458
H -3.6242 2.6572 -4.7008 0.483
H -1.1905 3.6899 -4.0926 0.374
H -2.2341 4.2908 -5.3482 0.261
H 0.9895 4.2499 -5.0407 0.608
H 2.4329 3.4649 -7.1699 0.451
H 0.7726 2.0281 -8.7502 0.440
H -1.6336 2.0307 -7.4771 0.451
H 0.0318 -3.3955 4.5644 0.088
H 0.7073 -3.4639 2.9561 0.438
H -2.5818 -3.0914 4.1181 0.265
H -2.5442 -2.7692 2.3507 -0.026
H -4.4026 -3.3942 1.4294 -0.150
H -5.3779 -4.5806 2.2876 0.424
H -4.9042 -2.9293 4.3655 0.330
H -6.2132 -2.6749 3.2268 0.206
H -3.8730 -1.2297 3.5170 0.299
C -0.0540 8.7675 -6.0098 -1.230
C -0.0155 7.2868 -5.6786 0.034
O 0.4339 7.0545 -4.3445 -0.445
H 0.9344 9.2094 -5.8798 0.302
H -0.3791 8.9310 -7.0383 0.348
H -0.7417 9.2956 -5.3445 0.346
H 0.6818 6.7648 -6.3311 0.290
H -1.0039 6.8342 -5.8137 0.126
H -0.1789 7.4910 -3.7458 0.251
C -5.1708 -4.3635 -2.4930 -1.156
C -4.1536 -3.5502 -1.7180 0.843
O -4.3717 -2.1455 -1.8479 -0.427
H -5.1516 -4.1126 -3.5557 0.326
H -4.9593 -5.4265 -2.3759 0.196
H -6.1833 -4.1720 -2.1285 0.317
H -3.1465 -3.7410 -2.0873 0.111
H -4.1784 -3.8272 -0.6620 -0.368
H -5.2471 -1.9570 -1.4967 0.250
C -10.1003 -2.8296 0.8220 -1.126
C -8.9022 -3.1918 1.6819 -0.255
O -7.7050 -2.5839 1.2162 -0.388
H -9.9258 -3.1252 -0.2130 0.264
H -11.0055 -3.3232 1.1802 0.359
H -10.2707 -1.7504 0.8337 0.335
H -8.7258 -4.2662 1.6557 0.279
H -9.0809 -2.9034 2.7242 0.304
H -7.8180 -1.6288 1.2489 0.230
C 0.2643 3.9423 1.6487 -1.231
C 0.8814 3.1965 0.4813 -0.231
O -0.0894 2.5451 -0.3352 -0.176
H -0.3224 3.2671 2.2732 0.365
H 1.0476 4.3942 2.2566 0.298
H -0.4084 4.7329 1.2989 0.396
H 1.5408 2.4099 0.8442 0.257
H 1.4761 3.8833 -0.1330 0.183
H -0.6771 3.2293 -0.6698 0.116
C -2.8705 -8.7730 -1.1060 -1.249
C -2.9382 -7.2566 -1.1506 -0.033
O -3.9570 -6.7414 -0.3027 -0.443
H -3.8300 -9.2043 -1.3951 0.305
H -2.0984 -9.1520 -1.7779 0.350
H -2.6439 -9.1177 -0.0945 0.340
H -3.1779 -6.9171 -2.1580 0.295
H -1.9730 -6.8231 -0.8688 0.200
H -3.7512 -7.0037 0.6003 0.261
C 3.9479 6.7146 -0.4223 -0.953
C 2.9081 6.4740 0.6581 -0.245
O 3.2405 5.3664 1.4849 -0.404
H 4.0638 5.8245 -1.0423 0.230
H 3.6654 7.5513 -1.0630 0.417
H 4.9200 6.9400 0.0251 0.204
H 1.9438 6.2388 0.2089 0.217
H 2.7855 7.3725 1.2737 0.347
H 4.0848 5.5564 1.9117 0.252
C 7.0930 3.3629 -0.2286 -0.972
C 6.0602 3.7078 0.8234 0.400
O 6.4682 4.8320 1.6159 -0.598
H 8.0550 3.1388 0.2366 0.288
H 6.7658 2.4975 -0.8059 0.080
H 7.2501 4.1991 -0.9152 0.430
H 5.9257 2.8697 1.5066 -0.047
H 5.0938 3.9274 0.3636 0.076
H 6.5835 5.5753 1.0164 0.337
C -0.8518 -5.3969 7.2690 -0.908
C 0.2689 -4.6995 8.0201 -0.354
O 0.3960 -3.3403 7.6284 -0.429
H -0.6820 -5.3375 6.1936 0.145
H -0.9249 -6.4475 7.5584 0.392
H -1.8107 -4.9158 7.4749 0.304
H 1.2260 -5.1707 7.7987 0.281
H 0.1050 -4.7608 9.1034 0.280
H -0.4333 -2.8929 7.8272 0.256
C 5.1986 -1.7434 -1.1958 -0.344
C 5.6898 -0.3644 -1.5954 -0.409
O 4.9261 0.6679 -0.9810 -0.413
H 4.1475 -1.8611 -1.4606 -0.145
H 5.7763 -2.5251 -1.6925 0.384
H 5.2845 -1.8856 -0.1163 0.366
H 5.5862 -0.2186 -2.6699 0.329
H 6.7497 -0.2459 -1.3369 0.315
H 5.0027 0.5606 -0.0271 0.246
C 8.6576 2.1526 4.4873 -1.061
C 8.1432 1.2461 3.3836 0.115
O 6.7892 0.8714 3.6123 -0.514
H 8.5746 1.6535 5.4531 0.298
H 9.7014 2.4253 4.3206 0.337
H 8.0671 3.0701 4.5357 0.288
H 8.7261 0.3269 3.3437 0.318
H 8.2286 1.7424 2.4096 -0.062
H 6.2682 1.6800 3.6451 0.297

187
Properties=species:S:1:pos:R:3:mulliken_charge:R:1 method="wB97M-V/def2-TZVPD" smiles="CCOP(=O)(OCC)OCC.CCOP(=O)(OCC)OCC.CCOP(=O)(OCC)OCC.CCOP(=O)(OCC)OCC.CCOP(=O)(OCC)OCC.CCOP(=O)(OCC)OCC.CCOP(=O)(OCC)OCC.ClC(Cl)Cl" gap_ev=10.479 e_tot_ha=-7579.51873
C 2.5605 0.9977 1.4172 0.134
C 3.6449 0.1298 2.0045 -0.338
O 3.1666 -1.2367 2.0570 0.236
P 4.1716 -2.3961 1.7169 -0.144
O 4.9715 -2.2580 0.5044 -0.368
O 3.2251 -3.6460 1.6718 -0.090
C 2.1614 -3.8190 2.6399 0.645
C 1.4592 -5.1256 2.3250 -0.453
O 4.9903 -2.5239 3.0713 -0.320
C 6.1614 -3.3496 3.1271 -0.297
C 5.9905 -4.3809 4.2217 -1.082
H 2.4227 0.9046 0.3397 -0.175
H 1.5991 0.7402 1.8675 -0.651
H 2.7895 2.0476 1.6119 0.611
H 4.5557 0.1833 1.4114 0.304
H 3.8519 0.4165 3.0354 0.277
H 2.6251 -3.8638 3.6274 0.473
H 1.4628 -2.9886 2.5545 -0.483
H 2.1008 -5.9626 2.6023 0.525
H 0.5826 -5.2029 2.9732 -0.394
H 1.1658 -5.1707 1.2794 0.108
H 6.4333 -3.8048 2.1708 0.290
H 7.0359 -2.7230 3.3291 0.360
H 5.0670 -4.9308 4.0235 0.203
H 6.8219 -5.0786 4.2709 0.401
H 5.8510 -3.8666 5.1725 0.271
C -0.0069 1.4255 -1.8925 -0.673
C -1.5052 1.1588 -1.9451 -0.402
O -1.7724 0.1829 -0.9361 0.982
P -3.0379 0.2111 0.0013 -0.292
O -3.7455 1.4896 -0.0190 -0.804
O -3.8703 -1.0492 -0.4620 0.093
C -5.1714 -1.2906 0.0940 -0.387
C -5.8657 -2.4132 -0.6226 -1.089
O -2.4081 -0.2023 1.3864 -0.356
C -1.7704 -1.4970 1.5821 0.304
C -0.2653 -1.4163 1.4877 0.959
H 0.2478 1.8932 -0.9402 0.475
H 0.5485 0.4890 -1.9382 -0.367
H 0.2779 2.0506 -2.7398 0.523
H -2.0202 2.0922 -1.7172 0.360
H -1.7997 0.7884 -2.9283 0.115
H -5.0850 -1.4762 1.1733 0.291
H -5.7660 -0.3713 0.0656 0.373
H -6.8894 -2.4613 -0.2484 0.418
H -5.9022 -2.2397 -1.6979 0.324
H -5.3826 -3.3769 -0.4501 0.034
H -2.0358 -1.7070 2.6186 0.203
H -2.1792 -2.2398 0.9021 -0.437
H 0.0339 -1.0412 0.5062 -0.284
H 0.1837 -0.7715 2.2436 0.173
H 0.1442 -2.4237 1.5810 -0.906
C -2.4035 -3.4175 -2.3316 0.217
C -1.3846 -4.4257 -1.7994 -0.670
O -1.0538 -4.2999 -0.3959 -0.143
P -1.8313 -5.2642 0.5686 0.606
O -1.6315 -6.6967 0.3887 -0.933
O -1.3919 -4.6920 1.9648 0.695
C -1.5287 -5.4338 3.1894 -0.569
C -1.5032 -4.4358 4.3059 -1.085
O -3.3451 -4.8234 0.3667 -0.357
C -4.4242 -5.5741 0.9902 -0.762
C -4.9568 -4.8101 2.1864 -0.845
H -2.6877 -2.6309 -1.6417 -0.079
H -2.1181 -3.0818 -3.3299 -0.382
H -3.3149 -3.9663 -2.6130 0.408
H -1.5438 -5.4511 -2.1285 0.467
H -0.4376 -4.1581 -2.2771 0.121
H -2.4061 -6.0827 3.1823 0.555
H -0.6860 -6.1304 3.2396 0.511
H -0.5990 -3.8249 4.2857 0.110
H -2.3542 -3.7541 4.2298 0.280
H -1.5562 -4.8793 5.3017 0.428
H -5.1482 -5.7685 0.2037 0.518
H -4.0078 -6.5375 1.2911 0.543
H -4.7496 -3.7422 2.1039 0.028
H -6.0544 -4.7917 2.1901 0.343
H -4.6632 -5.2564 3.1319 0.372
C -3.5812 2.3235 8.9819 -1.249
C -2.1236 2.7250 9.0261 -0.180
O -1.5559 2.5935 7.7198 -0.217
P -0.1095 3.1517 7.4776 0.607
O 0.0437 4.5958 7.6166 -0.761
O 0.7559 2.3259 8.5177 -0.209
C 2.1675 2.6106 8.6065 -0.208
C 2.7068 1.8982 9.8366 -1.206
O 0.2691 2.6092 6.0509 -0.157
C -0.4022 1.5210 5.3782 -0.102
C -0.6135 1.8755 3.9126 -0.714
H -3.6517 1.3608 8.4750 0.314
H -3.9506 2.2982 10.0101 0.379
H -4.2785 3.0027 8.4872 0.313
H -1.9986 3.7445 9.4003 0.348
H -1.6475 2.0692 9.7593 0.262
H 2.6664 2.1985 7.7274 0.232
H 2.3137 3.6842 8.6972 0.343
H 3.7955 1.9108 9.7469 0.382
H 2.4251 2.4733 10.7183 0.299
H 2.3682 0.8715 9.9349 0.320
H 0.1932 0.6254 5.5524 0.323
H -1.4145 1.4065 5.7585 0.273
H 0.2863 1.8950 3.3013 0.002
H -1.3316 1.1372 3.5596 0.222
H -1.0331 2.8801 3.9656 0.384
C -2.6486 -4.1527 -10.0772 -1.178
C -3.4900 -3.6971 -8.9087 -0.150
O -3.1983 -2.2801 -8.6912 -0.334
P -3.2304 -1.6679 -7.2530 0.694
O -3.9254 -2.4611 -6.2303 -0.655
O -3.8526 -0.2472 -7.5026 -0.399
C -4.1513 0.6243 -6.3697 -0.095
C -3.2371 1.8322 -6.4149 -0.993
O -1.6943 -1.4193 -6.9160 -0.300
C -1.2104 -1.6746 -5.5840 0.075
C -0.0240 -0.7885 -5.3272 -0.313
H -2.9888 -5.1650 -10.3079 0.384
H -2.7343 -3.4912 -10.9343 0.300
H -1.5958 -4.1960 -9.7974 0.293
H -4.5452 -3.7162 -9.1713 0.266
H -3.2634 -4.2537 -8.0045 0.331
H -5.1992 0.8709 -6.5129 0.386
H -4.0390 0.0504 -5.4489 0.116
H -3.7198 2.6337 -6.9810 0.364
H -3.1435 2.2647 -5.4165 0.241
H -2.2858 1.6121 -6.8878 0.280
H -1.9863 -1.4811 -4.8444 0.055
H -0.9276 -2.7271 -5.5279 0.283
H -0.1920 0.2003 -5.7558 0.322
H 0.1707 -0.7272 -4.2555 -0.210
H 0.9096 -1.1539 -5.7544 0.227
C -3.0350 4.8981 0.8178 -1.124
C -3.6820 5.8856 -0.1022 -0.314
O -2.7784 6.9525 -0.4724 -0.171
P -3.1702 8.4472 -0.1257 0.904
O -4.5962 8.7455 -0.1859 -0.794
O -2.5049 8.7725 1.2732 -0.316
C -1.2093 8.2125 1.5942 0.222
C -0.6561 8.9514 2.7962 -1.285
O -2.2656 9.3059 -1.0981 -0.362
C -2.6588 9.5582 -2.4559 -0.264
C -3.3516 8.4083 -3.1798 -1.001
H -3.5813 3.9596 0.9081 0.354
H -2.0218 4.6355 0.4958 0.355
H -2.8784 5.2666 1.8390 0.355
H -3.9047 5.3695 -1.0402 0.245
H -4.6247 6.2842 0.2682 0.395
H -1.3053 7.1501 1.8043 0.033
H -0.5342 8.3782 0.7531 0.252
H -0.9359 9.9967 2.8654 0.341
H -0.8879 8.4390 3.7350 0.310
H 0.4369 8.8680 2.8008 0.368
H -3.3610 10.3927 -2.4335 0.247
H -1.7745 9.8419 -3.0198 0.365
H -4.4092 8.3744 -2.9156 0.314
H -3.2359 8.5762 -4.2490 0.390
H -2.9679 7.4277 -2.8985 0.184
C 4.1115 1.4100 -2.5790 -0.589
C 3.9770 1.0504 -4.0336 -0.100
O 5.2103 1.0025 -4.7634 -0.421
P 6.5155 0.2917 -4.2868 0.412
O 7.5336 0.0092 -5.2910 -0.785
O 7.0277 1.2523 -3.1378 -0.256
C 8.2780 0.9374 -2.4825 -0.374
C 8.0294 0.4877 -1.0570 -0.835
O 5.9255 -1.0184 -3.5928 0.395
C 6.6503 -2.2329 -3.6002 -0.385
C 6.2955 -3.1434 -4.7640 -1.154
H 4.6192 2.3762 -2.5298 0.368
H 3.1313 1.5706 -2.1250 0.109
H 4.6395 0.6820 -1.9659 0.142
H 3.4167 0.1251 -4.2041 0.090
H 3.3630 1.8037 -4.5303 0.355
H 8.8110 0.1475 -3.0109 0.310
H 8.8172 1.8823 -2.5139 0.364
H 7.4088 -0.4109 -1.0745 0.093
H 8.9825 0.2362 -0.5919 0.415
H 7.4745 1.2279 -0.4835 0.265
H 7.7286 -2.0493 -3.6179 0.402
H 6.5396 -2.7925 -2.6661 0.365
H 6.0080 -2.6032 -5.6650 0.278
H 7.1655 -3.7473 -5.0308 0.338
H 5.5069 -3.8521 -4.5118 0.259
Cl 2.5931 -4.6862 -2.1793 -0.116
C 2.6156 -3.0137 -2.6948 0.370
Cl 1.1835 -2.1509 -2.1430 -0.168
Cl 2.7221 -2.9304 -4.4524 -0.164
H 3.4735 -2.5022 -2.2729 -0.034